Formula: C16H36BNO4Si
Source: the Open Molecules 2025 dataset
Level of theory: ωB97M-V/def2-TZVPD

Structure (XYZ):
```
59
Properties=species:S:1:pos:R:3:mulliken_charge:R:1
C 7.0826 1.3476 -1.7824 -1.061
Si 5.3542 1.8548 -2.3622 0.410
C 4.5787 0.3667 -3.1871 -1.072
C 5.4858 3.3131 -3.5477 -1.059
O 4.5597 2.3809 -0.9991 -0.453
C 3.1796 1.9681 -0.8580 -0.298
C 2.1905 2.7137 -1.7388 -0.332
B 0.9262 1.7606 -2.1080 1.061
O -0.2208 1.7471 -1.1663 -0.636
C -1.0463 0.7895 -1.7974 -0.221
C -0.7889 1.0301 -3.3459 -0.377
O 0.2184 1.9940 -3.4135 -0.865
H 7.6541 0.9289 -2.6034 0.330
H 7.5765 2.2188 -1.3646 0.278
H 6.9383 0.6093 -1.0018 0.244
H 4.2671 -0.4002 -2.4883 0.358
H 5.3356 -0.0950 -3.8233 0.404
H 3.7407 0.6091 -3.8306 0.329
H 5.8690 4.1486 -2.9663 0.255
H 6.1507 3.0792 -4.3723 0.343
H 4.5102 3.6106 -3.9104 0.351
H 2.9128 2.1757 0.1760 0.281
H 3.0637 0.8958 -0.9727 0.191
H 1.8062 3.5537 -1.1597 0.265
H 2.6670 3.1377 -2.6198 -0.049
H 1.3151 0.5606 -2.1871 -0.412
H -0.7003 -0.1858 -1.4432 0.087
H -2.0970 0.8711 -1.5147 0.154
H -1.7345 1.3749 -3.7665 0.279
H -0.4181 0.0940 -3.7726 0.211
C -1.4751 -2.6323 3.4097 -1.906
C -1.8848 -1.3185 2.6964 2.132
C -2.6974 -0.4319 3.6448 -1.374
C -4.1424 -0.8903 3.8483 -0.448
C -4.8331 -1.1110 2.5031 -1.279
C -4.0603 -2.0641 1.5922 1.704
N -2.6465 -1.6194 1.4490 0.348
O -2.5738 -0.6134 0.6418 -0.456
C -4.1435 -3.4964 2.1507 -1.733
C -4.7228 -2.1204 0.2206 -1.962
C -0.5883 -0.5940 2.3412 -2.140
H -1.4397 -3.4665 2.7095 0.327
H -0.4773 -2.5447 3.8376 0.489
H -2.1451 -2.9005 4.2283 0.334
H -2.7130 0.5887 3.2510 0.415
H -2.1835 -0.3837 4.6075 0.345
H -4.1767 -1.8010 4.4538 0.302
H -4.6860 -0.1302 4.4141 0.383
H -5.8420 -1.5016 2.6581 0.396
H -4.9472 -0.1453 2.0015 0.368
H -3.5323 -4.1778 1.5576 0.372
H -5.1751 -3.8481 2.1057 0.431
H -3.8347 -3.5829 3.1894 0.320
H -4.8065 -1.1361 -0.2352 0.371
H -5.7301 -2.5263 0.3213 0.427
H -4.1603 -2.7643 -0.4569 0.452
H 0.0022 -1.1718 1.6289 0.488
H 0.0034 -0.4587 3.2474 0.488
H -0.7651 0.3891 1.9101 0.414
```

Its relative energy (zero: lowest compared OMol25 entry of this formula, charge and spin) is 14.3 kcal/mol. Its charge is -1. As for the spin multiplicity: 2. The value obtained for the energy is -1301.37428 Eh. The orbital gap (alpha / beta) comes out at 6.540 / 6.539 eV.

***

Formula: C16H36BeF6O8S4
Source: the Open Molecules 2025 dataset
Level of theory: ωB97M-V/def2-TZVPD

Structure (XYZ):
```
71
Properties=species:S:1:pos:R:3:mulliken_charge:R:1
Be 0.4491 -0.0456 -0.8346 0.780
C 2.6518 -2.1007 -0.2161 0.466
O 1.4592 -2.1018 0.5710 0.811
O 2.6556 -0.9974 -0.9569 -0.858
C 3.9824 -2.3340 0.5184 0.458
F 4.1095 -3.5861 1.0224 -0.287
F 5.0567 -2.2155 -0.2746 -0.303
F 4.1302 -1.4392 1.5272 -0.247
C 1.2434 -3.0611 1.5711 -0.707
C -0.2395 -3.1837 1.8715 -0.579
H -0.6088 -2.1530 1.8331 -0.277
H -0.8065 -3.7071 1.1019 0.261
H -0.3808 -3.6625 2.8398 0.421
H 1.8061 -2.8254 2.4865 0.272
H 1.6338 -4.0673 1.3586 0.344
H 2.5892 -2.9656 -0.9148 -0.250
C -0.5860 2.5539 -2.4463 0.245
O -1.0353 2.2319 -1.1027 0.411
O 0.0178 1.4313 -2.8193 -0.853
C -1.7511 2.9584 -3.3749 0.457
F -2.3669 4.1114 -3.0015 -0.292
F -1.3110 3.2489 -4.6127 -0.295
F -2.7007 2.0235 -3.5149 -0.243
C -1.4880 3.3049 -0.3250 -0.184
C -2.0255 2.8134 1.0378 -1.069
H -1.4792 3.1478 1.9205 0.369
H -2.9471 3.3756 1.2774 0.504
H -2.4438 1.8076 1.0478 -0.113
H -2.3544 3.8273 -0.7257 0.266
H -0.7344 4.0147 0.0412 0.014
H 0.0695 3.4446 -2.4274 0.146
C 0.9561 -3.6319 -3.2580 -1.021
S -0.6473 -3.1770 -2.5193 0.372
O -0.2426 -2.2517 -1.4181 -0.406
C -1.1387 -2.0793 -3.8976 -0.705
H 1.4967 -4.4119 -2.7233 0.323
H 1.5202 -2.7000 -3.2610 0.291
H 0.8064 -4.0795 -4.2431 0.436
H -2.0692 -1.5819 -3.6372 0.044
H -1.3739 -2.7219 -4.7512 0.490
H -0.3600 -1.3809 -4.1975 0.283
C 4.3492 1.7779 1.2759 -0.767
S 2.9601 2.2049 0.1991 0.416
O 1.7749 1.4013 0.6457 -0.288
C 2.7587 3.8969 0.8160 -0.943
H 4.5050 0.7062 1.1944 0.022
H 4.0718 2.0673 2.2885 0.299
H 5.2044 2.3285 0.8875 0.455
H 2.9163 3.9655 1.8854 0.285
H 1.8650 4.2886 0.3313 0.239
H 3.5101 4.4315 0.2228 0.433
C -4.2954 -0.6874 0.5936 -1.081
S -3.1194 -1.0458 -0.7456 0.300
O -1.8472 -0.4041 -0.3303 -0.306
C -3.9087 -0.0037 -2.0039 -0.905
H -5.2505 -1.1856 0.4116 0.425
H -4.4490 0.3859 0.6771 0.306
H -3.9318 -1.1530 1.5080 0.344
H -4.0551 1.0169 -1.6418 0.268
H -4.9343 -0.3219 -2.1960 0.529
H -3.2333 0.0420 -2.8498 0.145
C 1.3144 -0.0021 3.5727 -0.514
S -0.1845 0.7715 2.9539 0.283
O -0.4389 0.1770 1.6183 -0.178
C -1.3227 0.0338 4.1513 -1.124
H 1.2131 -1.0690 3.7609 0.226
H 1.7561 0.6005 4.3638 0.504
H 1.9521 0.1051 2.6895 -0.153
H -1.4120 -1.0124 3.8675 0.243
H -2.2709 0.5755 4.1023 0.341
H -1.0410 0.2743 5.1773 0.419
```

Its relative energy (zero: lowest compared OMol25 entry of this formula, charge and spin) is 31.0 kcal/mol. The value obtained for the energy is -3439.63306 Eh. The orbital gap comes out at 8.249 eV.

***

Formula: C16H36Cl3N2O6P2Si4V
Source: the Open Molecules 2025 dataset
Level of theory: ωB97M-V/def2-TZVPD

Structure (XYZ):
```
70
Properties=species:S:1:pos:R:3:mulliken_charge:R:1
V 1.1921 0.3418 -0.1493 0.865
C -2.2701 2.4497 3.1762 -1.103
Si -0.6244 1.7912 2.5118 0.066
C -0.0052 0.5619 3.7970 -1.090
C 0.5015 3.2758 2.6792 -1.079
C -0.7782 1.0458 0.8282 1.968
Si -1.9399 -0.4125 0.8659 0.942
C -2.2116 -1.1583 -0.8550 -0.854
C -3.7535 -0.0347 1.3546 -1.391
C -1.5432 -1.7587 2.1139 -1.329
Si -1.3262 2.2123 -0.4622 -0.544
C -0.6261 3.9486 -0.4600 -1.222
C -3.1540 2.5350 -0.8026 -1.285
C -0.7050 1.3996 -2.0786 0.368
C -1.2746 1.5619 -3.3393 -0.642
C -0.7260 0.9462 -4.4517 -0.440
C 0.4300 0.2023 -4.2851 -1.238
C 0.9686 0.0811 -3.0163 -0.639
N 0.3991 0.6238 -1.9208 0.616
H -2.1191 2.9460 4.1457 0.427
H -3.0065 1.6535 3.3153 0.242
H -2.7057 3.1887 2.4851 0.222
H 0.5464 1.0932 4.5827 0.388
H 0.6783 -0.1626 3.3423 0.123
H -0.8245 0.0066 4.2657 0.332
H 0.1997 3.8292 3.5792 0.400
H 0.4588 3.9654 1.8318 0.330
H 1.5442 2.9707 2.8025 0.285
H -2.9345 -0.5572 -1.4225 0.340
H -2.6238 -2.1709 -0.7503 0.423
H -1.2936 -1.2180 -1.4451 -0.206
H -4.0735 0.9788 1.1154 0.370
H -3.9070 -0.1804 2.4284 0.372
H -4.4286 -0.7307 0.8333 0.324
H -0.4775 -1.8822 2.3113 0.039
H -1.9124 -2.7262 1.7498 0.403
H -2.0431 -1.5357 3.0616 0.370
H -1.1154 4.5555 0.3147 0.331
H -0.8292 4.4131 -1.4343 0.339
H 0.4528 3.9761 -0.2846 0.208
H -3.6456 2.9448 0.0879 0.326
H -3.6957 1.6307 -1.1011 0.359
H -3.2520 3.2803 -1.6049 0.392
H -2.1637 2.1774 -3.4347 0.352
H -1.1789 1.0582 -5.4306 0.420
H 0.9371 -0.2659 -5.1208 0.496
H 1.8969 -0.4490 -2.8693 0.924
N 1.1554 -3.3696 -2.0535 -0.138
C 2.2209 -3.4452 -0.9463 1.191
C 2.7958 -4.8487 -0.8979 -1.933
P 3.4226 -2.1331 -1.5408 0.477
O 4.8419 -2.5952 -0.9629 -0.644
O 3.3544 -2.3487 -3.0265 -0.912
O 3.0617 -0.8071 -0.9500 -0.284
P 1.3786 -2.9283 0.6035 0.915
O 2.6139 -2.4632 1.5203 -0.474
O 0.6922 -4.0796 1.2328 -0.849
O 0.5971 -1.7222 0.0929 -1.226
H 1.6893 -3.0787 -2.8949 0.523
H 0.4875 -2.6385 -1.7905 -0.172
H 0.6588 -4.2459 -2.1719 0.393
H 3.2049 -5.1419 -1.8691 0.492
H 2.0310 -5.5603 -0.5750 0.460
H 3.6088 -4.8810 -0.1746 0.369
H 5.0031 -2.0980 -0.1418 0.380
H 2.5965 -2.9960 2.3304 0.303
Cl 3.2647 4.0292 0.8543 -0.366
Si 2.7514 2.1796 -0.0492 -0.078
Cl 4.5477 1.9550 -1.1540 -0.361
Cl 2.9846 0.8152 1.7047 -0.370
```

Its relative energy (zero: lowest compared OMol25 entry of this formula, charge and spin) is 0.0 kcal/mol. Its charge is -1. As for the spin multiplicity: 4. The value obtained for the energy is -5358.11207 Eh. The orbital gap (alpha / beta) comes out at 6.751 / 7.461 eV.

***

Formula: C16H36Li5N8O21
Source: the Open Molecules 2025 dataset
Level of theory: ωB97M-V/def2-TZVPD

Structure (XYZ):
```
86
Properties=species:S:1:pos:R:3:mulliken_charge:R:1
Li 0.9629 4.4954 1.0415 0.787
Li 1.5163 -0.3327 -0.7709 0.768
Li -0.1307 1.7830 1.1897 0.449
Li 2.2157 2.5987 3.6323 0.813
Li 1.6401 -0.3535 2.1984 0.295
C 1.3172 2.0728 -3.9624 -0.383
C 1.2292 1.8990 -2.5400 -0.085
C 1.3909 3.2353 -1.5916 0.600
O 0.8915 3.2460 -0.4540 -0.624
C 1.9622 4.4179 -2.2766 -0.801
C 2.2683 4.3598 -3.6112 0.222
C 1.9482 3.1832 -4.5009 0.112
O 1.9308 3.2249 -5.8304 -0.718
O 2.6342 5.5057 -4.0781 -0.725
O 0.8781 0.8207 -1.9983 -0.154
H 0.9268 1.3095 -4.6191 0.452
H 2.1727 5.2789 -1.6595 0.198
C 5.5558 -0.3292 0.0551 -0.679
C 4.2402 0.0600 0.6266 -0.140
C 4.2850 0.7363 2.0803 0.585
O 3.2099 1.1143 2.5544 -0.541
C 5.5500 1.0865 2.7016 -0.868
C 6.7062 0.7022 2.0878 0.299
C 6.6891 0.0095 0.7407 0.352
O 7.7483 -0.3449 0.0739 -0.753
O 7.7910 0.9227 2.7385 -0.743
O 3.1611 -0.1419 0.1324 -0.349
H 5.5194 -0.7285 -0.9477 0.397
H 5.4962 1.5389 3.6807 0.314
O 0.7841 3.0075 2.4388 -1.017
H 0.3515 3.4843 3.1736 0.191
O 0.3175 -0.0410 0.8874 1.545
H -0.6169 -0.0891 0.6060 -0.930
O -2.2480 0.2207 4.1975 -0.595
H -2.9479 0.5223 4.7766 0.219
H -2.3899 -0.7228 4.1208 0.305
O -3.8785 3.1981 3.5650 -0.641
H -4.0055 2.8404 2.6863 0.382
H -4.2859 2.5562 4.1466 0.266
O 0.6247 0.1218 3.8323 -0.411
H 0.9380 0.2574 4.7266 0.217
H -0.3261 0.2127 3.8947 0.150
O -1.9466 2.6369 0.6214 -0.171
H -2.0327 2.7919 -0.3193 0.192
H -2.8325 2.7511 0.9655 0.024
O -4.8560 2.3491 1.1599 -0.669
H -5.8048 2.3540 1.2862 0.289
H -4.6980 3.0263 0.5021 0.239
O 2.5829 -2.0507 2.7709 -0.490
H 3.5333 -2.0420 2.6571 0.268
H 2.3379 -2.9708 2.6736 0.223
O -4.2483 -0.2445 0.7129 -0.555
H -4.6566 0.5945 0.9266 0.329
H -4.5738 -0.4537 -0.1626 0.231
C -3.2789 -4.0765 -2.4430 0.595
O -3.2093 -3.9205 -3.6828 -0.719
N -3.6720 -5.1022 -1.7612 -0.380
N -2.9231 -3.1563 -1.5900 0.075
H -3.7396 -5.9502 -2.3057 0.214
H -3.9915 -5.0831 -0.8033 0.197
H -2.8252 -3.3558 -0.6048 0.133
H -2.4052 -2.3704 -1.9563 -0.185
C -2.6055 0.1913 -2.1780 0.243
O -3.8147 -0.1548 -2.1894 -0.779
N -1.7133 -0.0058 -1.2048 1.808
N -2.0341 0.8475 -3.1335 -0.163
H -2.0093 -0.3598 -0.3064 -0.611
H -0.7511 0.2840 -1.3067 -0.196
H -2.5414 1.3033 -3.8785 0.249
H -1.0307 0.9558 -3.0932 -0.142
C -1.7628 -2.9752 1.5756 0.270
O -2.6104 -3.8977 1.5417 -0.800
N -2.0136 -1.8420 2.0866 -0.066
N -0.6107 -2.9470 1.0038 0.082
H -1.3752 -1.1066 1.8190 -0.125
H -2.9624 -1.5164 2.2043 0.360
H -0.3855 -3.8349 0.5783 0.126
H -0.0127 -2.1334 1.0280 0.047
C 0.9420 -2.8956 -2.4331 0.568
O 1.2461 -2.2927 -1.4090 -0.404
N 0.7529 -4.1935 -2.4773 -0.426
N 0.9055 -2.3420 -3.5946 -0.347
H 0.6937 -4.5839 -3.4068 0.119
H 0.8344 -4.7742 -1.6550 0.245
H 1.2005 -1.3764 -3.6177 0.203
H 0.8745 -3.0161 -4.3461 0.135
```

Its charge is -1. The value obtained for the energy is -2687.51426 Eh. The orbital gap comes out at 4.291 eV.

***

Question: What is the formula in the first record?
Answer: C16H36BNO4Si

***

Question: The lowest energy belongs to which entry?
Answer: C16H36Cl3N2O6P2Si4V

***

Question: The lowest energy belongs to which entry?
Answer: C16H36Cl3N2O6P2Si4V

***

Question: Which formula does entry 2 have?
Answer: C16H36BeF6O8S4